Record 1
The following is a DFT calculation (ωB97M-V/def2-TZVPD) of a 2-piece molecular cluster, C6H15B3ClO8P overall.

Last column: natural (NBO) charge in e.
Geometry (Å):
C1 -0.0243 1.1105 -0.7104  -0.707
C2 -1.5234 0.5193 -1.0154  -0.139
Cl1 -2.4166 1.8392 -2.0232  -0.145
C3 -2.4241 0.2061 0.3302  -0.828
B1 -1.7050 -0.8243 1.3964  1.193
O1 -0.9389 -0.2913 2.5758  -0.906
B2 0.3494 -1.0431 2.7191  0.997
O2 0.4814 -2.5092 2.4105  -0.923
B3 -0.2735 -2.6543 1.1155  1.192
C4 0.4757 -3.0901 -0.2816  -1.201
P1 -0.5402 -4.2284 -1.4294  2.193
O3 -0.3853 -5.7224 -0.9160  -1.062
O4 0.2065 -4.1475 -3.0317  -0.961
O5 -2.2064 -3.7704 -1.6432  -0.967
O6 -1.7378 -2.3196 1.2213  -0.954
H1 0.2092 1.3025 0.4226  0.319
H2 0.0725 2.1725 -1.2464  0.281
H3 0.7897 0.4169 -1.2093  0.186
H4 -1.4480 -0.4228 -1.7059  0.179
H5 -2.7982 1.2118 0.8001  0.271
H6 -3.4044 -0.3506 -0.0618  0.214
H7 1.3633 -0.5082 3.0688  -0.073
H8 0.7821 -2.0947 -0.8589  0.299
H9 1.4854 -3.6612 -0.0016  0.309
H10 0.7164 -3.2782 -3.0630  0.489
H11 -2.4205 -2.8806 -1.2354  0.517
O7 2.7166 6.0303 0.2109  -0.970
C5 2.5686 4.7238 -0.0516  -0.030
C6 1.7610 4.0303 1.1449  -0.044
O8 1.6277 2.7210 0.8908  -0.968
H12 3.4909 4.1295 -0.1721  0.053
H13 2.0205 4.4566 -0.9718  0.048
H14 0.8316 4.6168 1.2532  0.068
H15 2.2982 4.3099 2.0685  0.066

Values from the calculation:
- Highest occupied orbital energy: 0.0677 hartree
- Net charge: -2
- Lowest unoccupied orbital energy: 3.719 eV
- 2S+1: 1

***

Record 2
The following is a DFT calculation (ωB97M-V/def2-TZVPD) of CH4N3 as an isolated structure.

Last column: natural (NBO) charge in e.
Geometry (Å):
C1 -0.1077 -0.6679 -0.2261  -0.229
N1 -2.1160 0.5889 0.1551  0.377
N2 -1.2848 -0.0281 -0.1309  0.147
N3 0.9654 0.9413 -0.1196  -0.623
H1 -0.0870 -1.2390 -1.1182  0.286
H2 0.1946 -1.3592 0.5521  0.302
H3 1.9270 0.6074 0.0818  0.390
H4 0.5085 1.1567 0.8058  0.350

Values from the calculation:
- Highest occupied orbital energy (spin up / spin down): -0.6145 / -0.6145 hartree
- Net charge: +1
- Lowest unoccupied orbital energy (spin up / spin down): -6.576 / -6.576 eV
- Relative energy (zero: lowest compared OMol25 entry of this formula, charge and spin): 90.0 kcal per mole
- 2S+1: 1

***

Record 3
The following is a DFT calculation (ωB97M-V/def2-TZVPD) of a 6-piece molecular cluster, C29H53O10P overall.

Last column: Löwdin charge in e.
Geometry (Å):
C1 -1.5038 0.5634 -4.6705  -0.078
C2 -2.1493 0.1474 -6.0028  -0.210
C3 -3.1114 -1.0025 -5.8022  -0.250
O1 -4.1786 -0.6223 -4.9553  -0.129
C4 -4.4878 -1.6851 -4.0854  -0.163
C5 -5.7744 -1.4571 -3.4065  -0.076
C6 -6.9623 -1.0598 -3.8675  -0.218
P1 -7.5546 -0.8819 -5.5638  0.917
C7 -7.8728 0.9140 -5.7546  -0.250
O2 -6.3033 -1.1968 -6.5821  -0.295
C8 -7.8203 -0.8003 -2.6808  -0.404
O3 -8.8945 -0.2499 -2.6775  0.147
O4 -7.1840 -1.2831 -1.5448  0.165
C9 -5.9608 -1.7185 -1.9484  -0.397
O5 -5.1341 -2.2572 -1.2714  0.166
H1 -0.4728 0.2328 -4.6896  0.065
H2 -1.9934 0.0747 -3.8375  0.061
H3 -1.5378 1.6316 -4.5179  0.065
H4 -2.7202 0.9776 -6.4125  0.105
H5 -1.3985 -0.1479 -6.7238  0.102
H6 -2.5406 -1.8391 -5.3874  0.102
H7 -3.4680 -1.3256 -6.7815  0.119
H8 -3.7220 -1.7226 -3.3083  0.131
H9 -4.4717 -2.6652 -4.5594  0.147
H10 -8.6530 1.1859 -5.0513  0.034
H11 -8.2797 1.0837 -6.7417  0.030
H12 -6.9949 1.5186 -5.5610  0.046
H13 -6.6306 -1.2298 -7.4801  0.050
C10 -0.8009 -2.2382 -0.0931  -0.160
C11 -1.2353 -3.6793 0.1463  -0.166
C12 -1.5315 -4.1528 -1.2691  -0.200
O6 -0.6520 -3.4252 -2.1355  -0.157
C13 -0.0416 -2.3544 -1.4053  -0.203
H14 -0.1950 -1.8204 0.7105  0.098
H15 -1.6803 -1.6025 -0.2242  0.115
H16 -0.4058 -4.2520 0.5693  0.113
H17 -2.0907 -3.7769 0.8131  0.113
H18 -2.5630 -3.9220 -1.5557  0.108
H19 -1.3654 -5.2232 -1.4014  0.115
H20 1.0094 -2.6129 -1.2337  0.118
H21 -0.0808 -1.4404 -2.0002  0.111
C14 0.1101 -4.9570 -6.8511  -0.168
C15 0.9926 -4.7690 -5.6224  -0.164
C16 0.8926 -3.2693 -5.3982  -0.197
O7 -0.4033 -2.8714 -5.8517  -0.161
C17 -0.9954 -3.9433 -6.5921  -0.209
H22 -0.2669 -5.9713 -6.9729  0.111
H23 0.6643 -4.6885 -7.7538  0.113
H24 0.5652 -5.3042 -4.7716  0.114
H25 2.0182 -5.1092 -5.7581  0.112
H26 1.6458 -2.7291 -5.9833  0.118
H27 1.0012 -2.9921 -4.3497  0.107
H28 -1.7962 -4.3780 -5.9826  0.118
H29 -1.4335 -3.5504 -7.5113  0.117
C18 1.0082 0.3068 4.9120  -0.174
C19 0.5777 -1.1343 5.1608  -0.169
C20 0.2863 -1.6201 3.7485  -0.216
O8 1.1650 -0.8985 2.8769  -0.156
C21 1.7687 0.1814 3.6033  -0.197
H30 1.6099 0.7331 5.7104  0.097
H31 0.1268 0.9391 4.7748  0.116
H32 1.4067 -1.7026 5.5893  0.114
H33 -0.2788 -1.2287 5.8268  0.112
H34 -0.7453 -1.3930 3.4561  0.116
H35 0.4524 -2.6918 3.6276  0.115
H36 2.8196 -0.0717 3.7795  0.118
H37 1.7277 1.0893 3.0011  0.117
C22 1.5993 5.1221 6.8508  -0.170
C23 2.9674 5.2727 6.1927  -0.166
C24 3.5298 3.8664 6.3202  -0.201
O9 2.4074 2.9724 6.2788  -0.162
C25 1.1961 3.7214 6.4131  -0.213
H38 0.8799 5.8825 6.5506  0.111
H39 1.7026 5.1603 7.9378  0.113
H40 2.8474 5.5349 5.1390  0.116
H41 3.6006 6.0248 6.6596  0.110
H42 4.0406 3.7280 7.2790  0.119
H43 4.2238 3.6179 5.5208  0.107
H44 0.6943 3.7398 5.4388  0.116
H45 0.5405 3.2254 7.1303  0.117
C26 8.6835 5.2642 6.6788  -0.171
C27 8.8034 3.8478 6.1274  -0.170
C28 7.3445 3.4232 6.0441  -0.206
O10 6.5879 4.6120 5.7917  -0.162
C29 7.4208 5.7589 5.9886  -0.201
H46 9.5501 5.8910 6.4753  0.111
H47 8.5328 5.2314 7.7603  0.114
H48 9.2452 3.8729 5.1287  0.114
H49 9.4029 3.1831 6.7472  0.112
H50 7.0008 2.9926 6.9910  0.118
H51 7.1588 2.7011 5.2485  0.118
H52 7.6476 6.1896 5.0074  0.118
H53 6.8805 6.5021 6.5762  0.115

Values from the calculation:
- Highest occupied orbital energy: -0.3117 hartree
- Net charge: 0
- Lowest unoccupied orbital energy: -0.662 eV
- 2S+1: 1

***

Record 4
The following is a DFT calculation (ωB97M-V/def2-TZVPD) of one molecule with the formula C6H12O.

Last column: natural (NBO) charge in e.
Geometry (Å):
C1 2.5296 -0.1430 -0.0620  -0.617
C2 1.0102 -0.1978 0.1778  0.099
O1 0.9262 -0.5852 1.5553  -0.729
C3 -0.0204 0.9335 0.0154  -0.261
C4 -1.0430 1.1904 -1.0778  -0.408
C5 -1.4915 0.4232 0.1203  -0.235
C6 -1.7968 -1.0698 -0.0131  -0.630
H1 2.8313 0.0545 -1.0945  0.208
H2 2.8763 -1.1559 0.1902  0.220
H3 3.0609 0.5344 0.6154  0.212
H4 0.6522 -1.0121 -0.4646  0.156
H5 0.1480 -0.1464 1.9203  0.472
H6 0.2258 1.8085 0.6244  0.216
H7 -1.0281 0.6641 -2.0296  0.215
H8 -1.4161 2.2108 -1.1594  0.221
H9 -2.1554 0.9384 0.8155  0.212
H10 -1.5791 -1.4468 -1.0194  0.207
H11 -2.8513 -1.2989 0.1819  0.220
H12 -1.1995 -1.6489 0.6971  0.222

Values from the calculation:
- Highest occupied orbital energy: -0.3648 hartree
- Net charge: 0
- Lowest unoccupied orbital energy: 1.069 eV
- Relative energy (zero: lowest compared OMol25 entry of this formula, charge and spin): 35.7 kcal per mole
- 2S+1: 1

***

| no. | E (eV) |
| --- | --- |
| 1 | -46686.7483 |
| 2 | -5560.9833 |
| 3 | -60693.9141 |
| 4 | -8462.8079 |